Record 1
ORCA calculation (the ωB97M-V functional and the def2-TZVPD basis) on a structure of composition C7H24CrNO9S.

Computed properties:
**Largest force on an atom**: 2.809 eV/Å
**Total charge**: -1
**Spin multiplicity**: 5
**E_LUMO (alpha / beta)**: 1.888 / 1.862 eV
**Relative energy (zero: lowest compared OMol25 entry of this formula, charge and spin)**: 10.27 kJ/mol
**HOMO-LUMO gap (alpha / beta)**: 5.202 / 5.184 eV
**DFT total energy**: -2455.7287 Eh

Geometry (Å):
Cr: 0.2273 0.8115 -0.0061
S: 1.0885 3.4828 -2.0128
O: 0.3828 4.7376 -1.6688
O: 0.5233 2.4277 -1.1022
O: 0.7884 3.0842 -3.4044
O: 2.5278 3.6060 -1.7604
C: -3.0744 1.8227 2.3620
C: -1.5822 2.0636 2.5609
C: -0.9764 1.0662 3.5903
O: -0.9100 2.0933 1.3512
H: -3.4567 2.4298 1.5371
H: -3.7450 2.0436 3.2014
H: -3.3204 0.8009 2.0404
H: -1.4259 3.1072 2.8761
H: -1.3364 1.3925 4.5726
H: 0.1001 1.2514 3.6419
H: -1.1453 0.0126 3.3664
C: 2.5753 -1.9962 -0.4903
C: 1.7419 -1.5498 -1.6715
C: 0.5377 -2.4402 -2.0343
O: -0.1967 -2.8940 -0.9086
C: -1.2445 -3.7642 -1.2506
N: 1.4281 -0.1199 -1.6497
H: 1.9993 -2.1718 0.4220
H: 3.3373 -1.2777 -0.1840
H: 3.0997 -2.9357 -0.6775
H: 2.4280 -1.7118 -2.5173
H: 0.9550 -3.3472 -2.4843
H: -0.0837 -1.8435 -2.7075
H: -1.9228 -3.8438 -0.3979
H: -0.8767 -4.7674 -1.4807
H: -1.9121 -3.4207 -2.0472
H: 2.2290 0.4543 -1.4012
H: 1.1082 0.1537 -2.5724
O: 2.0984 1.2100 0.9712
H: 2.7408 0.9534 1.6448
H: 2.1238 2.1866 0.9495
O: -1.5634 0.4510 -1.2105
H: -2.3608 0.0637 -0.8261
H: -1.7119 0.4409 -2.1660
O: -0.3006 -1.0015 1.0498
H: -0.4140 -1.2571 1.9704
H: -0.4807 -1.8047 0.5243

Atomic forces in eV per Å
Cr -1.5 2.0 0.4
S -1.0 2.5 -0.6
O 0.5 -0.6 -0.2
O -0.1 -1.5 0.9
O 0.3 -0.6 0.1
O 0.6 -0.6 0.2
C -1.0 -0.1 -0.4
C 0.9 -0.1 -1.3
C 0.2 1.7 0.2
O 0.5 -1.8 -0.6
H 0.3 0.2 0.0
H 0.3 0.0 0.3
H 0.4 -0.2 0.2
H -0.4 -0.1 1.1
H -0.3 -0.7 0.2
H 0.1 -0.1 -0.3
H -0.4 0.0 0.1
C -0.1 -0.4 1.3
C 1.1 -0.1 -0.8
C 1.0 0.1 0.6
O -0.4 0.5 0.1
C -0.7 -0.3 0.4
N -0.6 -0.8 0.7
H -0.2 0.1 -0.1
H 0.0 0.2 -0.4
H -0.1 0.0 -0.3
H -0.2 -0.1 -0.2
H -0.2 0.2 -0.5
H -0.2 -0.4 -0.2
H 0.3 -0.1 0.2
H 0.1 0.0 -0.2
H 0.5 0.3 -0.3
H 0.1 0.1 -0.3
H 0.0 0.6 0.1
O 1.4 0.5 0.7
H -0.1 0.0 0.0
H -0.2 -0.2 -0.4
O -1.1 -0.9 -0.7
H 0.1 0.3 0.1
H 0.2 0.4 0.1
O -0.2 -0.8 0.1
H 0.1 0.5 0.0
H 0.3 0.3 -0.2

***

Record 2
ORCA calculation (the ωB97M-V functional and the def2-TZVPD basis) on a structure of composition C7H24N4O5Rh.

Computed properties:
**Largest force on an atom**: 4.013 eV/Å
**Total charge**: +1
**Spin multiplicity**: 5
**E_LUMO (alpha / beta)**: -2.816 / -5.172 eV
**Relative energy (zero: lowest compared OMol25 entry of this formula, charge and spin)**: 101.59 kJ/mol
**HOMO-LUMO gap (alpha / beta)**: 6.479 / 7.051 eV
**DFT total energy**: -986.4019 Eh

Geometry (Å):
O: 4.5785 1.3104 -2.3276
H: 4.3764 2.2686 -2.3497
Rh: 0.5453 0.2286 -0.5344
N: -1.1286 -0.2051 -1.4161
N: 1.1559 -0.4232 -2.3565
O: -2.4442 0.0571 -1.0215
O: 2.3601 -0.4679 -2.7741
C: -1.1007 -0.8231 -2.5986
C: 0.1795 -0.9603 -3.1582
C: -2.4302 -1.2164 -3.1121
C: 0.5441 -1.5280 -4.4848
H: -3.0767 -0.3514 -3.3023
H: -2.9605 -1.8642 -2.4044
H: -2.3131 -1.7642 -4.0497
H: 1.3252 -2.2862 -4.4013
H: 0.9027 -0.7657 -5.1830
H: -0.3157 -2.0106 -4.9638
H: -2.3917 0.7399 -0.3242
H: 3.6911 0.8869 -2.1754
O: -0.3371 -2.7510 1.8881
H: -0.7480 -3.2401 2.6478
H: -0.2748 -3.4156 1.1898
C: 0.0192 2.0067 -0.3967
H: 1.1160 2.2096 -0.5240
H: -0.2804 2.4936 0.5343
H: -0.4945 2.4246 -1.2860
O: -2.2636 3.8872 1.4050
H: -2.4926 4.4292 0.6276
H: -1.8677 4.5206 2.0372
N: -0.0701 0.0416 1.4683
C: 1.0692 0.2801 2.4307
C: 2.3295 -0.3580 1.9093
N: 2.4674 -0.0932 0.4307
H: -0.4384 -0.9144 1.6283
H: -0.8099 0.7189 1.6529
H: 1.1781 1.3644 2.5632
H: 0.7870 -0.1756 3.3876
H: 3.2057 0.0374 2.4337
H: 2.2757 -1.4412 2.0423
H: 3.0885 0.7019 0.2834
H: 2.9762 -0.8844 0.0022

Atomic forces in eV per Å
O -1.5 0.4 0.6
H 0.3 -0.8 -0.1
Rh 1.5 -3.0 -0.9
N -1.7 0.2 0.1
N 1.0 0.2 0.1
O 0.6 0.5 0.4
O 0.4 -0.2 -0.3
C -0.1 0.0 -0.6
C -1.1 -0.5 -0.7
C -0.3 -0.7 -1.3
C -0.6 -0.6 -0.3
H 0.2 -0.2 0.1
H 0.2 0.2 -0.1
H -0.1 0.0 0.1
H 0.1 0.2 0.1
H 0.1 0.1 0.3
H 0.1 0.2 0.2
H 0.2 -0.4 -0.4
H 1.1 0.3 -0.6
O -0.5 -1.0 1.0
H 0.5 0.7 -1.0
H 0.0 0.1 0.1
C 0.0 4.0 -0.2
H -0.2 0.6 -0.1
H -0.1 0.0 -0.1
H 0.0 -0.2 0.7
O 0.3 0.7 0.0
H 0.1 -0.3 0.5
H -0.4 -0.5 -0.5
N -0.3 -0.7 2.7
C -1.2 0.0 0.0
C 0.3 0.0 -0.7
N 1.2 0.0 0.7
H 0.1 0.6 0.0
H 0.2 -0.3 0.2
H 0.0 -0.3 -0.1
H 0.3 0.3 0.0
H -0.2 -0.2 0.0
H 0.1 0.1 0.0
H 0.0 -0.1 0.1
H -0.5 0.6 0.1

***

Record 3
ORCA calculation (the ωB97M-V functional and the def2-TZVPD basis) on a cluster of 7 separate species, C7H24O6 in total.

Computed properties:
**Largest force on an atom**: 3.208 eV/Å
**Total charge**: +1
**Spin multiplicity**: 2
**E_LUMO (alpha / beta)**: -4.379 / -7.892 eV
**Relative energy (zero: lowest compared OMol25 entry of this formula, charge and spin)**: 0.00 kJ/mol
**HOMO-LUMO gap (alpha / beta)**: 9.056 / 5.543 eV
**DFT total energy**: -732.1217 Eh

Geometry (Å):
C: 1.1916 1.9506 0.0585
C: 0.3915 0.7607 0.6693
C: -0.0785 1.1641 2.1656
C: -0.0206 -0.1268 2.9435
C: -1.1109 -0.9316 2.7906
C: -0.8443 -2.3690 2.8768
C: -1.1783 -2.9763 1.7137
H: 0.7719 2.3526 -0.8448
H: 2.1773 1.4704 0.0289
H: 1.2534 2.7788 0.7404
H: 0.9975 -0.1410 0.7741
H: -0.4832 0.3689 0.1017
H: -1.1063 1.5134 1.9673
H: 0.5060 1.9624 2.6594
H: 0.9344 -0.4562 3.3908
H: -2.1573 -0.5728 2.6182
H: -0.3448 -2.6209 3.8110
H: -1.7010 -2.6278 0.8287
H: -1.1060 -4.0423 1.6871
H: 1.0004 -1.7905 0.3568
H: 2.1134 -1.3055 -0.7586
O: 1.4822 -2.0125 -0.4312
H: -1.5558 2.1445 -1.1729
H: -2.1598 3.1381 -2.2631
O: -1.3611 2.7326 -1.9187
H: -2.7281 0.3874 -0.1880
H: -2.6354 -0.0976 -1.7193
O: -2.1814 0.3421 -0.9787
H: 0.6733 1.9538 -4.0596
H: -0.2740 1.6067 -2.8597
O: 0.6584 1.6236 -3.1604
H: 2.8235 -0.2221 -2.1969
H: 3.7180 0.3557 -0.9901
O: 3.3223 -0.4181 -1.3955
H: -0.4601 -1.2256 -2.6888
H: -0.0558 -2.4851 -1.8702
O: -0.4725 -2.1846 -2.6860

Atomic forces in eV per Å
C 0.1 -1.6 0.9
C -0.3 0.2 0.9
C -0.2 -0.6 0.2
C 0.0 2.7 -0.9
C -0.9 -1.6 1.2
C -1.1 2.7 -1.2
C -0.5 -2.2 1.2
H 0.3 -0.3 -0.7
H 0.0 1.0 -0.9
H 0.0 0.3 0.5
H 0.4 0.6 -0.1
H 0.6 0.7 0.5
H 0.3 -0.1 0.8
H 0.0 -0.5 -0.6
H -0.6 0.1 -0.2
H 1.3 -0.1 -0.5
H 0.3 -1.0 -0.6
H 0.2 0.9 0.4
H 0.7 -0.7 -0.3
H 0.2 0.3 0.2
H -0.5 -0.6 1.0
O 0.1 -0.6 -0.9
H -0.6 0.3 -0.6
H -0.2 -0.1 0.3
O 0.3 0.3 0.2
H -0.5 -0.3 -0.5
H -0.1 0.2 0.7
O 0.1 -0.3 -0.1
H -0.2 0.0 -0.1
H 0.6 0.6 -0.5
O 0.1 -0.8 0.3
H 0.3 0.7 -0.1
H -0.1 0.3 -0.5
O -0.1 -0.7 0.1
H 0.3 0.1 0.2
H 0.4 0.4 0.0
O -0.6 -0.3 -0.2